# C8H10

C8H10 in the gas phase at a distorted geometry (ωB97M-V with the def2-TZVPD basis set, the Open Molecules 2025 dataset).

XYZ file:
```
18
Properties=species:S:1:pos:R:3:forces:R:3
C 2.577 0.464 0.175 -3.144 -6.103 6.700
C 1.522 -0.660 -0.167 4.050 -1.422 2.473
C 0.150 -0.237 -0.144 -3.366 -2.703 0.179
C -0.310 1.065 -0.175 1.011 1.942 0.065
C -1.677 1.371 0.001 -0.594 -0.068 -0.960
C -2.630 0.319 0.010 -1.716 2.527 1.353
C -2.207 -0.950 0.102 7.776 3.530 -1.014
C -0.854 -1.293 -0.016 1.681 -0.795 -0.115
H 2.340 0.777 1.177 -0.359 0.953 0.363
H 2.436 1.107 -0.476 -0.636 6.533 -5.894
H 3.515 0.124 0.312 3.271 -1.367 -0.453
H 1.995 -0.990 -1.020 -0.226 -0.630 -3.181
H 1.758 -1.688 0.378 -0.952 2.283 -0.058
H 0.503 1.901 -0.336 -2.047 -1.521 0.542
H -2.002 2.425 -0.003 0.216 -0.692 0.004
H -3.789 0.358 0.147 2.278 0.985 -0.448
H -2.838 -1.621 0.085 -6.195 -6.821 0.196
H -0.489 -2.472 -0.050 -1.048 3.369 0.248
```
Positions in Å, forces in eV/Å.

HOMO level (eV): -8.7487
Energy above the lowest of the compared OMol25 structures with the same formula, charge and spin (eV): 3.172
Maximum force (eV/A): 9.59
Orbital gap (Ha): 0.361
SMILES string: CCc1ccccc1